Computed, not measured: C10H33BrNO6 as an isolated structure, with ωB97M-V/def2-TZVPD.

Values from the calculation:
spin multiplicity: 1
total charge: -1

Each line ends with the Mulliken charge.
CARTESIAN COORDINATES (ANGSTROEM)
Br  -0.110  0.240  -1.305  0.465
C  0.501  -1.699  2.256  -1.318
C  -0.407  -1.247  1.180  -0.261
O  -0.040  -1.815  -0.092  -0.522
H  1.557  -1.723  1.986  0.342
H  0.086  -2.680  2.487  0.413
H  0.447  -1.034  3.118  0.298
H  -0.489  -0.165  1.080  -0.078
H  -1.462  -1.488  1.305  0.395
H  -0.317  -1.301  -0.854  0.118
C  -2.802  -1.673  -1.721  -0.953
C  -2.806  -0.268  -1.173  -0.034
O  -2.091  -0.304  0.028  -0.321
H  -1.802  -1.994  -2.011  0.126
H  -3.454  -1.919  -2.559  0.437
H  -3.166  -2.387  -0.982  0.258
H  -3.820  0.132  -1.149  0.457
H  -2.232  0.274  -1.925  0.139
H  -1.164  -0.409  -0.199  -0.224
C  2.630  -2.107  -2.754  -1.836
C  1.637  -1.083  -2.277  -0.080
O  2.163  -0.306  -1.217  -0.657
H  2.838  -2.813  -1.950  0.354
H  3.569  -1.651  -3.070  0.403
H  2.236  -2.665  -3.603  0.373
H  0.736  -1.592  -1.935  0.444
H  1.463  -0.454  -3.150  0.174
H  1.497  0.380  -1.132  -0.969
C  1.215  2.751  0.157  -1.873
C  1.244  1.637  1.237  0.578
C  -0.145  1.485  1.957  -1.216
O  -0.065  0.478  2.972  -0.531
C  -1.296  0.218  3.622  -0.851
N  1.647  0.471  0.498  -0.636
H  2.078  2.811  -0.506  0.374
H  1.206  3.639  0.789  0.590
H  0.304  2.738  -0.441  0.559
H  1.894  1.978  2.043  0.335
H  -0.983  1.204  1.319  0.346
H  -0.427  2.437  2.407  0.402
H  -1.827  1.165  3.723  0.399
H  -0.953  -0.274  4.532  0.309
H  -1.944  -0.501  3.121  0.188
H  1.334  -0.245  1.139  0.478
H  1.079  0.544  -0.333  1.027
O  1.943  1.731  -1.762  -0.793
H  1.240  1.094  -1.639  1.161
H  1.501  2.518  -2.080  0.381
O  -1.441  2.331  -0.490  -0.909
H  -1.754  1.938  0.325  0.447
H  -1.047  1.604  -0.972  0.293

Atoms 1-2, force components in eV/Å:
Br -8.836 3.971 -9.280
C 0.152 -2.082 0.807

Computed, not measured: a 6-piece molecular cluster, C10H33NO7 overall, with ωB97M-V/def2-TZVPD.

Values from the calculation:
spin multiplicity: 1
SMILES: COC[C@H](C)N.OCCO.CO.CO.CO.CO

Each line ends with the Mulliken charge.
CARTESIAN COORDINATES (ANGSTROEM)
C  1.413  -0.186  4.653  -0.167
O  2.731  0.231  4.365  -0.506
H  1.345  -1.261  4.856  0.261
H  1.111  0.341  5.556  0.234
H  0.705  0.058  3.854  -0.100
H  3.016  -0.134  3.523  0.296
C  -3.509  -3.225  2.463  -0.567
O  -3.551  -2.759  1.128  -0.462
H  -3.430  -2.389  3.163  0.208
H  -4.450  -3.731  2.726  0.255
H  -2.718  -3.956  2.634  0.280
H  -2.841  -3.203  0.653  0.271
C  -1.022  4.402  2.230  -0.343
O  -1.067  5.725  1.681  -0.528
H  -2.056  4.158  2.447  0.214
H  -0.520  3.730  1.536  0.082
H  -0.486  4.410  3.184  0.285
H  -0.192  6.114  1.746  0.295
C  -1.724  0.271  1.831  -0.467
O  -2.352  0.677  0.639  -0.525
H  -1.154  1.112  2.224  0.170
H  -2.385  -0.139  2.597  0.385
H  -0.992  -0.516  1.590  0.136
H  -3.089  0.087  0.453  0.292
C  1.027  0.733  -0.579  -1.280
C  1.957  0.808  -1.794  0.769
C  1.608  1.997  -2.685  -0.814
O  2.410  2.018  -3.846  -0.376
C  1.885  1.239  -4.904  -0.553
N  3.362  0.859  -1.360  -0.770
H  1.430  1.355  0.220  0.371
H  1.010  -0.313  -0.285  0.005
H  0.028  1.078  -0.844  0.375
H  1.845  -0.095  -2.403  0.162
H  1.856  2.907  -2.124  0.329
H  0.541  2.036  -2.936  0.403
H  1.097  1.776  -5.441  0.271
H  1.486  0.282  -4.550  0.189
H  2.701  1.029  -5.594  0.263
H  3.924  0.926  -2.206  0.312
H  3.498  1.749  -0.886  0.310
C  -0.567  -2.435  -2.529  -0.457
C  -0.161  -2.847  -1.134  0.498
O  -1.022  -3.848  -0.564  -0.524
O  0.037  -3.241  -3.554  -0.527
H  -0.274  -1.410  -2.739  0.167
H  -1.655  -2.515  -2.627  0.355
H  -0.260  -1.973  -0.495  -0.336
H  0.868  -3.212  -1.171  0.253
H  -1.056  -4.601  -1.159  0.287
H  -0.356  -4.119  -3.544  0.319

Atoms 1-2, force components in eV/Å:
C -0.153 -0.126 0.072
O 0.131 0.093 -0.031

Computed, not measured: a 7-piece molecular cluster, C10H34O12 overall, with ωB97M-V/def2-TZVPD.

Values from the calculation:
spin multiplicity: 1
SMILES: OCCO.OCCO.OCCO.OCCO.OCCO.O.O

Each line ends with the Mulliken charge.
CARTESIAN COORDINATES (ANGSTROEM)
C  0.276  -0.541  4.857  -0.487
C  -0.067  -1.551  3.757  -0.327
O  0.965  -2.472  3.688  -0.519
O  1.262  0.410  4.516  -0.490
H  0.630  -1.138  5.697  0.327
H  -0.622  -0.028  5.201  0.275
H  -0.359  -1.079  2.819  0.279
H  -0.975  -1.978  4.184  0.349
H  0.623  -3.369  3.664  0.303
H  1.925  0.294  5.201  0.306
C  0.441  -2.849  -4.481  -0.361
C  0.088  -2.912  -2.907  -0.321
O  0.956  -3.842  -2.267  -0.518
O  1.863  -2.594  -4.606  -0.546
H  -0.139  -2.058  -4.955  0.295
H  0.145  -3.759  -5.003  0.337
H  -0.971  -3.167  -2.890  0.330
H  0.273  -1.939  -2.452  0.180
H  1.839  -3.572  -2.530  0.321
H  2.174  -2.850  -5.477  0.287
C  -5.973  -0.440  0.430  -0.679
C  -6.686  -0.972  1.640  -0.171
O  -6.537  -2.375  1.749  -0.498
O  -4.570  -0.448  0.449  -0.464
H  -6.180  0.625  0.318  0.336
H  -6.400  -0.861  -0.480  0.327
H  -7.744  -0.745  1.517  0.269
H  -6.297  -0.486  2.536  0.268
H  -5.652  -2.610  1.461  0.303
H  -4.345  0.197  1.123  0.307
C  5.363  0.154  0.973  -0.327
C  4.271  -0.482  0.096  -0.290
O  2.909  -0.205  0.405  -0.467
O  5.672  1.460  0.444  -0.534
H  6.316  -0.371  1.048  0.304
H  4.994  0.175  1.998  0.245
H  4.321  -1.570  0.039  0.297
H  4.348  -0.079  -0.913  0.223
H  2.725  -0.553  1.280  0.233
H  6.345  1.387  -0.236  0.303
C  0.756  2.491  -3.596  -0.408
C  0.143  3.334  -4.733  -0.317
O  -0.295  4.521  -4.139  -0.508
O  1.535  3.258  -2.654  -0.597
H  1.280  1.595  -3.927  0.405
H  -0.049  1.993  -3.055  0.294
H  -0.669  2.815  -5.242  0.280
H  0.973  3.634  -5.373  0.229
H  0.203  4.450  -3.322  0.337
H  1.835  2.630  -1.993  0.288
O  -0.372  3.981  4.389  -0.638
H  -1.204  3.674  4.749  0.311
H  0.230  3.248  4.519  0.321
O  -0.898  2.453  0.739  -0.618
H  -0.538  3.211  1.200  0.328
H  -0.137  1.905  0.547  0.291

Atoms 1-2, force components in eV/Å:
C -0.392 -0.338 -0.182
C -0.967 1.142 1.613

Computed, not measured: C10H35Ag3O14PV as an isolated structure, with ωB97M-V/def2-TZVPD.

Values from the calculation:
spin multiplicity: 4
total charge: +3

Each line ends with the Löwdin spin population.
CARTESIAN COORDINATES (ANGSTROEM)
O  20.362  12.324  32.452  0.012
V  21.044  11.440  31.348  -0.024
O  20.687  9.956  31.810  0.023
Ag  18.634  13.449  26.965  0.045
Ag  22.457  12.024  28.235  0.471
Ag  17.539  10.600  29.851  0.547
P  19.967  11.197  28.749  0.009
O  21.268  10.677  29.278  0.194
O  20.321  12.413  27.849  0.197
O  19.374  11.663  30.090  0.092
O  18.917  10.215  28.234  0.144
C  24.257  14.860  29.904  0.018
C  22.897  14.473  30.678  0.124
C  21.836  15.577  30.556  0.110
O  22.359  13.248  30.259  0.696
H  24.131  14.741  28.828  0.002
H  25.008  14.172  30.291  0.003
H  24.462  15.929  29.972  0.001
H  23.052  14.480  31.757  0.035
H  20.862  15.292  30.956  -0.001
H  21.691  15.725  29.486  0.002
H  22.119  16.536  30.989  0.006
C  16.886  12.465  32.150  0.006
O  16.563  11.207  31.679  0.047
H  15.996  13.091  32.207  0.001
H  17.191  12.440  33.196  0.001
H  17.670  12.987  31.602  0.001
H  15.929  10.952  32.354  0.004
C  17.896  10.225  25.143  0.001
O  18.276  11.220  26.049  0.012
H  17.884  10.535  24.098  0.000
H  18.578  9.380  25.237  0.000
H  16.908  9.783  25.271  0.000
H  18.564  10.804  26.864  0.000
C  19.070  6.734  27.179  0.000
O  18.395  7.800  27.807  0.003
H  19.121  6.857  26.097  0.000
H  20.122  6.604  27.433  0.000
H  18.573  5.791  27.407  0.000
H  18.923  8.601  27.836  -0.001
C  18.271  7.756  31.384  0.022
O  17.658  8.355  30.329  0.109
H  19.115  7.139  31.075  0.000
H  18.535  8.448  32.184  0.007
H  17.580  7.108  31.924  0.011
H  17.922  7.772  29.613  0.001
C  18.951  16.458  28.979  0.002
O  19.055  15.060  28.605  0.005
H  18.700  16.543  30.037  0.000
H  19.873  16.985  28.734  0.001
H  18.201  16.955  28.364  0.000
H  19.584  14.748  29.343  0.001
C  21.529  9.758  25.628  0.001
O  22.585  10.442  26.289  0.007
H  20.775  9.453  26.353  0.000
H  21.009  10.403  24.919  0.000
H  21.901  8.888  25.087  0.000
H  23.420  10.174  25.899  0.000
C  23.537  13.530  25.443  0.003
O  22.597  13.670  26.488  0.042
H  23.005  13.110  24.590  0.000
H  23.936  14.517  25.209  0.002
H  24.401  12.900  25.657  0.001
H  21.771  13.963  26.096  0.000

Atoms 1-2, force components in eV/Å:
O 0.762 0.181 -0.557
V -2.500 -1.751 1.688

Calculated values (eV/A) of maximum force for the records, taken in order: 13.4 1.1 2.8 3.8.
Calculated values (hartree) of calculated total energy for the records, taken in order: -3480.2516 -982.1119 -1304.1246 -3180.4403.